Record 1
DFT (ωB97M-V with the def2-TZVPD basis set) results for a single C18H19F3N2O2S molecule at a distorted geometry.

Values from the calculation:
- net charge = 0
- ΔE to the lowest compared entry with this formula, charge and spin (kJ/mol) = 0.0
- SMILES = O=S(=O)(c1ccccc1)N1CCN(Cc2ccccc2C(F)(F)F)CC1
- frontier orbital gap (eV) = 9.1
- E_LUMO (eV) = 0.56

Geometry as XYZ:
```
45
Properties=species:S:1:pos:R:3:forces:R:3
C -0.519710 1.312192 1.473525 0.183 0.227 0.081
H 6.685342 1.266726 -0.503762 0.053 0.063 0.027
H 1.781455 0.738457 -1.518765 -0.070 0.105 -0.166
N 1.708581 1.312235 0.460778 0.613 -0.825 0.371
C 4.993271 -1.367623 -1.787009 0.035 0.010 0.012
C -0.285662 0.699606 -0.871543 0.164 0.024 -0.156
C 0.855280 1.977825 1.425152 -0.352 -0.063 0.689
H 4.625168 1.369527 0.904758 0.077 0.161 0.067
H -2.167843 -3.466791 1.143409 0.060 -0.087 0.035
H -4.567269 -3.883215 0.679600 -0.030 -0.101 0.013
C -3.053354 -0.325249 0.234945 -0.138 -0.098 -0.019
C -4.145964 -2.897775 0.557214 0.046 -0.040 0.017
H 0.765096 3.025220 1.125013 0.036 -0.068 -0.011
O 2.665442 -0.040460 2.343183 0.117 0.228 0.079
H -1.225997 -1.265278 0.868777 0.126 0.097 -0.001
C -5.322514 0.515451 -0.494033 -0.288 0.283 -0.176
H -2.999491 1.728580 0.796276 -0.007 -0.039 -0.161
C -2.809053 -2.662824 0.815762 -0.078 -0.062 0.004
H -0.752551 0.886188 -1.842622 0.046 -0.021 -0.007
F -6.597602 0.120817 -0.621068 -0.116 -0.273 0.052
H -5.992146 -2.020246 -0.069479 -0.049 0.012 -0.012
F -5.355023 1.577031 0.335963 0.155 0.022 0.205
C 5.889871 0.550432 -0.642197 -0.067 0.040 0.097
N -1.099686 1.339865 0.145143 0.067 -0.150 0.037
C 3.745903 -0.309955 -0.049795 -0.497 -0.020 0.193
H -0.380624 0.299658 1.881446 -0.120 0.083 0.053
C -4.946406 -1.852215 0.136544 0.005 0.154 -0.025
H -1.178424 1.868127 2.144938 0.025 -0.045 0.031
O 1.395187 -1.273822 0.642252 0.146 0.033 -0.253
H 5.090949 -2.139054 -2.535685 -0.004 -0.063 -0.052
H 3.043940 -2.009743 -1.111087 -0.063 -0.102 -0.069
H 1.083340 2.345858 -1.202885 0.050 -0.075 0.008
H -2.825402 1.442652 -0.934895 -0.077 -0.007 0.173
H -0.191050 -0.385271 -0.735259 -0.098 0.148 -0.119
H 1.349500 1.908834 2.394006 -0.125 0.179 0.021
C -2.273741 -1.395214 0.658786 0.031 0.126 -0.028
C 3.852006 -1.303075 -1.003175 -0.167 -0.127 0.020
S 2.282555 -0.186838 0.970540 0.313 0.326 -0.246
F -4.975409 1.004583 -1.704306 0.187 -0.064 -0.122
C -2.514878 1.084944 0.053253 -0.010 0.313 -0.035
C -4.408321 -0.581922 -0.023294 -0.063 -0.088 0.016
H 6.896513 -0.492609 -2.215797 0.070 0.001 -0.052
C 4.750842 0.618163 0.142188 0.149 0.098 0.049
C 6.007321 -0.440849 -1.605312 -0.011 -0.058 -0.046
C 1.120547 1.307043 -0.861474 -0.324 -0.258 -0.595
```
Positions in Å, forces in eV/Å.


Record 2
DFT (ωB97M-V with the def2-TZVPD basis set) results for a 3-piece molecular cluster, C30H50BF5N3O8S overall at a distorted geometry.

Values from the calculation:
- net charge = +1
- ΔE to the lowest compared entry with this formula, charge and spin (kJ/mol) = 0.0
- frontier orbital gap (eV) = 6.7
- E_LUMO (eV) = -3.98

Geometry as XYZ:
```
98
Properties=species:S:1:pos:R:3:forces:R:3
H 0.116666 5.562971 7.729645 -0.006 0.004 -0.001
H -3.209080 -8.096279 -1.292264 0.005 -0.001 -0.004
H 1.746935 0.921628 3.519196 -0.083 0.111 -0.093
H -2.075868 2.959793 4.638959 -0.152 -0.218 -0.104
C -1.913713 8.140100 7.066499 0.190 -0.047 0.024
H 0.755835 0.366452 -4.901934 0.505 0.673 0.438
H 0.585312 -0.288463 -2.733385 -0.562 0.320 0.411
H -3.111406 6.327696 6.904684 0.092 -0.042 0.016
C -0.937428 3.093786 -5.311603 -0.524 2.155 0.339
O 0.038980 0.251675 2.622777 -0.521 1.357 -0.400
C 0.408366 3.413344 -2.409262 -0.854 -0.335 -0.582
C -0.859055 5.336712 5.853507 0.239 0.083 0.368
C 4.635522 0.163742 -0.660211 1.258 -0.523 0.758
N 1.433270 -4.385935 -1.693185 -0.032 0.749 -0.271
H -1.940163 4.202404 3.425576 0.023 -0.088 0.031
H -2.281178 -7.832692 0.196138 -0.155 0.150 -0.055
H 1.049125 -1.232592 1.047701 0.159 0.011 -0.027
C 0.527566 1.611142 -0.552766 -0.147 0.012 -0.148
C -1.542867 2.240650 2.623647 0.164 0.631 -0.047
H 0.902012 -4.079407 -2.499158 -0.152 -0.203 0.044
H 3.155639 -0.888107 -3.936019 -0.354 0.158 0.471
H -0.375996 4.136750 -2.657769 0.178 0.044 0.019
C -0.878098 1.008679 -6.058505 -1.629 0.749 -0.913
C -2.206770 -8.028865 -0.871010 0.348 -0.177 0.276
C -2.281496 3.181611 3.596318 -0.214 0.352 -0.449
H -2.409336 2.506314 -6.791457 0.007 0.037 0.046
C -1.348852 -9.039594 -3.911234 -0.182 0.092 0.051
H 1.634242 3.799443 -4.141981 -0.006 -0.190 -0.167
C 2.529428 -1.440985 -0.442997 0.747 -1.433 0.650
F 4.675493 -2.095530 -1.300030 -0.328 -0.107 -0.298
C 0.527133 0.060784 -0.523394 0.257 1.404 1.370
C 1.079888 -3.608276 -0.497141 0.497 -0.925 0.705
C 4.073633 -1.292950 -0.406461 -0.017 0.772 0.098
H 2.276250 -2.903966 1.199975 -0.093 0.455 -0.092
O -1.631102 6.352139 5.433046 -0.169 -0.102 -0.398
C -0.278023 2.204038 -1.729417 0.609 0.494 0.145
H -1.000544 -10.004799 -4.278385 0.021 0.015 0.006
H 1.204901 -5.360891 -1.560080 -0.050 0.028 -0.079
C 1.628016 -0.527398 0.450277 -1.119 -0.173 -0.108
C -0.924736 -0.365225 -0.166432 -0.477 -0.746 -0.808
H 1.732812 2.139099 -3.506349 0.095 0.114 -0.247
C 1.052635 2.966680 -3.736149 0.305 0.692 0.882
O -0.218275 4.718974 5.045349 0.126 0.113 -0.096
C 2.316777 -2.905846 0.110067 -0.173 -0.617 -1.039
H -2.222323 1.955675 1.812896 0.164 -0.420 0.147
F 3.714415 1.004638 -1.142960 -0.128 -0.116 -0.256
H 0.777657 -4.347783 0.250848 -0.341 0.348 0.062
H -1.909234 -2.786131 -0.957667 0.278 -0.365 -0.259
H -0.777253 2.853069 2.135023 0.141 -0.356 0.008
H -1.130772 0.121064 -6.615559 0.196 -0.101 0.148
H -1.156706 7.749471 7.747038 -0.073 -0.019 0.059
F 4.522709 -1.701945 0.795414 -0.077 0.275 0.247
H -1.265436 2.529822 -1.400592 0.002 -0.356 0.062
H -1.209615 4.127195 -5.144804 0.376 -0.023 0.247
H -0.039769 -9.029492 -2.170412 -0.089 0.047 0.048
H -0.623104 3.973576 7.458125 0.201 0.032 -0.079
C -1.571897 2.266622 -6.158604 0.112 -1.496 -0.539
O -1.158418 0.741960 4.451890 0.174 0.246 -1.552
H -3.309770 7.463392 5.593481 0.093 -0.099 -0.144
H -1.636425 5.325979 7.901746 0.080 0.167 0.019
S 2.542618 -1.967524 -3.390421 0.173 -0.412 -0.104
H -1.563332 -8.395460 -4.764123 0.086 -0.021 -0.025
H 0.026338 1.917192 0.365239 0.201 -0.116 0.048
H -3.080809 -0.520356 -2.766434 0.173 0.110 -0.316
H -2.654981 8.684474 7.651610 -0.011 -0.008 -0.019
H -1.484241 0.453700 0.285494 0.348 0.131 -0.067
N 0.094992 2.472318 -4.693100 0.487 -0.622 0.298
O -1.639628 -5.741739 -1.131990 0.194 0.229 -0.015
C -0.908831 1.047271 3.309169 -0.219 -0.865 1.894
C -1.485490 -6.871871 -1.515467 -0.362 -0.284 -0.007
C 0.100200 1.193897 -5.154609 0.645 -1.792 -0.086
H -1.411969 8.838834 6.396871 -0.084 0.019 -0.028
H -2.289065 -9.191622 -3.380700 0.040 -0.083 0.034
C -2.573104 7.033473 6.270408 -0.052 0.236 0.263
C 2.258324 0.378238 1.515797 0.102 -0.123 0.023
C -0.755009 5.045856 7.330438 -0.411 -0.272 0.077
O -0.705782 -7.093367 -2.587746 0.368 0.323 0.062
H 2.854012 1.200136 1.117830 -0.135 -0.072 -0.070
H 1.114127 3.943363 -1.765689 0.096 -0.233 -0.045
H -3.353107 3.196589 3.386341 0.040 -0.293 0.278
H 1.148127 2.048044 2.329512 -0.455 -0.158 -0.100
H -1.701358 -8.984669 -0.982164 -0.095 -0.016 -0.165
B -1.782179 -0.882843 -1.415993 -0.139 -0.482 -0.235
H 3.164353 -3.546786 -0.140268 -0.054 0.131 -0.146
H -0.430197 1.435258 -2.489775 -0.311 0.256 -0.036
O -2.420925 -0.028647 -2.260117 -0.012 0.129 0.335
O -1.877042 -2.226825 -1.743542 -0.298 0.400 0.586
H 2.957990 -0.243180 2.083269 -0.055 -0.048 -0.176
H 1.539677 2.020378 -0.471677 -0.034 -0.159 -0.419
C 1.993516 -1.273241 -1.853501 0.384 0.876 1.112
F 5.668080 0.106614 -1.494435 -0.333 0.156 -0.446
C -0.303126 -8.400959 -3.022163 -0.093 -0.346 -0.192
H 0.613793 -8.251732 -3.590366 -0.012 0.195 0.059
H 0.246257 -2.923272 -0.667234 0.041 -0.091 0.030
F 5.120739 0.656527 0.481373 -0.424 0.269 -0.012
C 1.265496 0.980365 2.534884 1.014 -0.194 0.298
H -0.942914 -1.164165 0.582576 0.282 0.066 -0.089
N 0.987939 -0.480187 -1.809943 -0.023 -0.452 -1.537
```
Positions in Å, forces in eV/Å.


Record 3
DFT (ωB97M-V with the def2-TZVPD basis set) results for a 2-piece molecular cluster, C2H8NO overall at a distorted geometry.

Values from the calculation:
- net charge = -1
- ΔE to the lowest compared entry with this formula, charge and spin (kJ/mol) = 111.2
- frontier orbital gap (eV) = 6.2
- E_LUMO (eV) = 3.93

Geometry as XYZ:
```
12
Properties=species:S:1:pos:R:3:forces:R:3
H 1.339920 0.993843 1.358211 -0.284 -0.198 0.307
H -0.243806 0.454933 -1.917490 -0.045 -0.137 -0.227
H 1.889590 0.794474 -0.302832 0.052 -0.309 0.264
C -0.099350 -0.471461 -1.330846 -0.817 0.233 0.402
C 0.997145 0.893377 0.336820 -0.124 0.414 -1.502
N 0.080833 -0.174113 0.051821 1.224 -0.306 0.927
H -1.365745 -0.758633 2.084794 0.482 0.107 0.418
H 0.582632 1.851479 -0.029178 -0.002 0.324 0.413
H -0.699760 -0.282915 0.692098 -0.214 -0.084 -0.508
H -1.004572 -1.076792 -1.389635 0.036 -0.017 -0.317
H 0.729979 -1.036428 -1.769718 0.137 0.039 0.046
O -2.206868 -1.187765 2.215954 -0.445 -0.065 -0.223
```
Positions in Å, forces in eV/Å.


Record 4
DFT (ωB97M-V with the def2-TZVPD basis set) results for C35H42BN6OPRhS2Si as an isolated structure at a distorted geometry.

Values from the calculation:
- net charge = +1
- frontier orbital gap (alpha / beta) (eV) = 5.9 / 5.9
- E_LUMO (alpha / beta) (eV) = -4.38 / -4.38

Geometry as XYZ:
```
90
Properties=species:S:1:pos:R:3:forces:R:3
C -3.392293 -3.377420 3.072826 0.142 -0.289 0.232
C -2.278227 -1.586802 2.463796 -0.393 0.059 -0.075
N -1.904577 -1.446214 -1.710456 0.445 0.139 1.889
H -0.784966 1.926490 -3.861234 -0.039 -0.035 -0.044
C -4.833578 -1.818129 -2.441407 0.685 0.575 -0.022
C -2.832978 -0.292092 -4.259061 -0.140 -0.242 0.743
C 0.981561 3.140351 -3.890954 0.077 0.006 0.064
H 3.930274 0.481142 0.800289 0.051 -0.110 -0.005
B -0.211072 -1.745786 4.006266 -0.247 0.059 -0.079
C 1.206140 -3.154514 -3.730267 -0.019 0.344 0.156
H 0.853976 3.431600 -4.922159 -0.027 0.035 -0.093
C 0.107410 2.597394 1.415992 0.601 -0.242 -0.273
C 3.023449 -2.856631 0.278007 0.178 -0.312 -0.690
N 0.272371 -1.520499 -2.297846 -0.721 0.396 1.068
C 2.230567 3.249368 -1.843767 -0.004 -0.013 0.121
C 0.234258 1.903355 -1.981659 -0.001 -0.083 0.208
C 3.011895 2.361455 1.182924 -0.525 -0.116 -0.213
H -2.108106 -3.694619 -3.240273 -0.054 -0.088 -0.005
C -4.529668 -1.795749 1.486101 -0.467 0.325 -0.472
C 1.165181 -2.346764 1.822392 0.204 -0.335 0.050
H -5.131188 -2.125217 -1.445555 -0.015 -0.041 0.213
H 4.052473 -2.528754 0.157297 0.005 0.066 0.063
H -5.332507 -2.527891 1.509673 0.042 -0.035 0.016
H -3.507578 0.445931 -4.681068 -0.182 0.138 -0.026
C 2.066117 3.614666 -3.169051 0.005 0.051 -0.128
N 1.009048 -1.813721 3.037252 0.406 -0.137 -0.562
H 2.645621 -0.623395 -3.869952 0.077 0.077 -0.079
C -1.130030 -3.242343 -3.192992 0.115 0.132 0.106
H 3.446512 -1.795033 -2.829647 0.118 -0.019 0.002
H 2.429361 -2.532467 -0.576541 0.098 -0.008 0.072
C 4.323672 3.980857 2.360359 0.058 0.136 0.048
H -3.997290 0.681195 -0.451349 -0.040 -0.124 0.194
C -0.717536 3.597303 0.915994 0.028 -0.021 -0.140
Rh -0.539412 -0.815455 -0.171962 -0.177 -1.002 -1.360
C 5.371019 3.074825 2.431101 -0.039 -0.024 -0.005
C 1.308973 -1.990013 -2.973441 0.560 -0.566 -0.133
H 2.074960 -3.530216 -4.245325 0.065 -0.046 -0.117
C 2.233927 -1.387857 3.449210 0.198 0.089 0.017
H -2.750946 1.511113 -1.350249 0.197 0.109 -0.031
C -3.637126 0.890856 -1.452871 0.030 -0.670 -0.472
H -4.684958 -2.713216 -3.035014 0.080 -0.185 -0.154
H 4.423232 4.958994 2.805429 0.029 0.087 0.029
N 2.476755 -2.301394 1.479659 -0.498 0.333 0.768
C 3.142151 3.629865 1.734107 -0.052 -0.049 -0.064
C 3.149582 -1.689255 2.490726 0.013 0.040 0.104
H -4.189337 -4.090425 3.107556 -0.186 -0.088 0.023
H 2.504126 -0.448086 -2.124947 0.062 0.020 0.097
H -1.820225 0.094454 -4.330461 0.168 0.049 0.025
H 2.783279 4.270838 -3.639493 0.037 0.050 -0.029
Si -3.287262 -0.700626 -2.447691 -0.536 0.429 0.139
C -2.193263 -3.363213 3.710749 -0.307 -0.346 0.084
C -0.947816 -2.086557 -2.421462 0.245 -0.411 -0.464
H -1.784537 -4.052610 4.419679 0.067 -0.143 0.105
S -1.937908 -0.108741 1.668647 0.896 -0.313 -1.035
H -4.186061 -1.651928 0.460560 -0.031 -0.057 0.100
H -1.286226 2.205679 4.471696 -0.004 -0.048 0.062
H -4.898695 -0.838893 1.861664 -0.018 -0.120 -0.047
P 1.446035 1.814562 0.462125 -0.083 1.305 0.004
N -1.510471 -2.245666 3.338580 -0.485 0.246 -0.149
H 2.317984 4.326398 1.676274 -0.066 0.097 0.094
C -1.756951 4.077866 1.694285 -0.131 0.093 -0.101
C 2.561373 -1.173032 -2.933781 -0.005 -0.022 0.066
H -0.132918 -4.699204 -4.391627 0.029 -0.066 -0.032
H 2.997549 -3.947260 0.321884 0.038 0.090 -0.032
H -5.659595 -1.265934 -2.875259 -0.264 0.113 -0.142
H -2.792131 3.940681 3.561026 -0.061 0.047 0.061
H 4.205161 -1.516781 2.458090 0.205 -0.011 0.004
O 1.363179 0.319003 0.503130 -0.625 -1.343 0.162
N -3.442620 -2.252385 2.300533 0.982 -0.082 0.415
C -0.087212 2.112552 2.705121 0.163 0.070 0.075
H -0.368974 -0.611118 4.325881 0.080 0.337 0.145
C 0.062825 2.285869 -3.297765 -0.187 -0.111 -0.030
H 3.067399 3.621641 -1.269038 0.069 0.030 0.001
C 4.063494 1.458299 1.240813 -0.061 -0.075 -0.130
S -0.008573 -3.049002 0.791369 -0.945 1.644 -1.069
H 2.366547 -0.920404 4.402716 0.041 0.104 0.188
C -1.969209 3.573183 2.967006 0.105 -0.067 0.015
C -1.125945 2.597693 3.478263 0.095 0.095 0.095
H -0.548855 3.997426 -0.074374 -0.044 0.003 -0.085
C 5.244932 1.816692 1.861811 0.096 0.002 0.044
H 0.037481 -2.471469 4.913262 0.009 -0.183 0.311
C 1.311603 2.394209 -1.252237 0.042 -0.159 0.655
H 6.064961 1.116671 1.912420 0.090 -0.064 0.002
C -0.026477 -3.790847 -3.815877 -0.136 0.179 -0.073
H 0.565661 1.333721 3.079892 -0.067 -0.047 0.094
H -2.411679 4.840567 1.299551 -0.028 0.072 -0.021
H -0.463654 1.208822 -1.495603 0.002 0.264 -0.325
H 6.283682 3.347326 2.938285 0.096 0.038 0.022
H -4.394397 1.483408 -1.954487 -0.192 0.150 -0.152
H -2.882731 -1.178692 -4.884067 -0.021 -0.174 -0.095
```
Positions in Å, forces in eV/Å.


Record 5
DFT (ωB97M-V with the def2-TZVPD basis set) results for a 3-piece molecular cluster, C2HBrNO4 overall at a distorted geometry.

Values from the calculation:
- net charge = -1
- multiplicity = 3
- frontier orbital gap (alpha / beta) (eV) = 5.8 / 7.1
- E_LUMO (alpha / beta) (eV) = 3.43 / 3.22

Geometry as XYZ:
```
9
Properties=species:S:1:pos:R:3:forces:R:3
H 0.484819 1.340556 2.494077 0.543 -0.943 -0.689
O 1.510090 -1.265023 -1.416972 3.503 -1.149 2.852
Br 1.254510 1.731596 0.086860 0.047 -0.362 0.698
O -2.090329 -0.205696 1.599474 0.029 -0.184 -0.924
O -0.126730 -0.574794 -2.787869 -2.029 1.557 -2.061
C 0.680652 -0.806578 -2.021720 -1.438 -0.501 -1.023
C 0.711630 0.656130 1.620357 0.010 2.017 0.174
N -1.165799 -0.235810 0.786720 0.055 -0.289 0.860
O -1.258842 -0.640381 -0.360928 -0.720 -0.145 0.111
```
Positions in Å, forces in eV/Å.


| no. | E (Eh) |
| --- | --- |
| 1 | -1655.090960 |
| 2 | -2861.543456 |
| 3 | -210.941904 |
| 4 | -3325.308146 |
| 5 | -3006.385887 |